Computed, not measured: a cluster of 7 separate species, BrH12O6 in total, with wB97M-V/def2-TZVPD.

```
19
Properties=species:S:1:pos:R:3
Br -0.405 12.271 -24.647
O 0.400 11.190 -27.892
H -0.342 10.683 -28.236
H 0.051 11.602 -27.080
O 2.476 13.585 -26.158
H 1.892 13.031 -25.615
H 1.866 14.169 -26.620
O -0.921 14.844 -22.347
H -0.853 14.163 -23.039
H -0.027 14.909 -21.998
O 0.265 11.088 -21.396
H 1.137 10.803 -21.685
H -0.195 11.302 -22.229
O -1.506 14.664 -26.868
H -1.561 13.988 -26.168
H -1.297 15.474 -26.393
O -2.673 9.970 -23.611
H -3.485 10.464 -23.464
H -2.056 10.629 -23.997
```

Calculated values
Kohn-Sham gap = 9.7 eV
E_HOMO = -6.16 eV
M = 187.99 g mol⁻¹
relative energy (zero: lowest compared OMol25 entry of this formula, charge and spin) = 0.169 eV
charge = -1
multiplicity = 1
largest force on an atom = 0.4 eV Å⁻¹
E_LUMO = 0.1298 hartree

natural (NBO) population analysis, charges in e, atoms 1 to 4: -0.924 -0.961 0.455 0.495

=====

Computed, not measured: a cluster of 9 separate species, BrH16O8 in total in a non-equilibrium geometry, with wB97M-V/def2-TZVPD.

```
25
Properties=species:S:1:pos:R:3
Br 4.582 12.100 5.606
O 6.036 9.738 7.575
H 6.720 10.249 8.039
H 5.824 9.884 6.645
O 3.372 11.184 8.690
H 3.987 11.393 7.976
H 2.699 11.714 8.566
O 3.442 12.111 2.490
H 4.450 12.110 2.074
H 3.563 12.036 3.502
O 3.383 14.717 7.639
H 2.856 13.981 8.174
H 4.132 14.215 7.140
O 7.727 10.854 4.155
H 6.798 11.194 4.263
H 8.271 11.564 4.389
O 4.909 9.292 3.132
H 4.686 10.183 3.493
H 4.337 9.202 2.297
O 1.478 11.316 6.274
H 1.042 12.200 6.198
H 2.370 11.501 6.112
O 4.294 15.060 3.616
H 4.275 14.446 4.248
H 5.188 14.886 3.312
```

Calculated values
Kohn-Sham gap = 9.5 eV
E_HOMO = -6.55 eV
M = 224.02 g mol⁻¹
relative energy (zero: lowest compared OMol25 entry of this formula, charge and spin) = 2.076 eV
charge = -1
multiplicity = 1
largest force on an atom = 7.0 eV Å⁻¹
E_LUMO = 0.1099 hartree

natural (NBO) population analysis, charges in e, atoms 1 to 4: -0.911 -0.992 0.481 0.509

=====

Computed, not measured: a structure of composition BrH2MgO, with wB97M-V/def2-TZVPD.

```
5
Properties=species:S:1:pos:R:3
Mg 0.241 -2.042 2.935
Br 0.146 -1.325 0.602
O -0.065 1.216 -1.553
H 0.097 0.376 -1.122
H -0.418 1.776 -0.862
```

Calculated values
Kohn-Sham gap (spin up / spin down) = 7.5 / 8.4 eV
E_HOMO (spin up / spin down) = -7.74 / -10.28 eV
M = 122.22 g mol⁻¹
multiplicity = 2
largest force on an atom = 0.6 eV Å⁻¹
E_LUMO (spin up / spin down) = -0.0071 / -0.0690 hartree

natural (NBO) population analysis, charges in e, atoms 1 to 4: 0.851 -0.843 -0.946 0.475